ORCA calculation (ωB97M-V with the def2-TZVPD basis set) on the molecule C22H18N4O4.

Computed properties:
- SMILES: O=C(O)C1CN(Cc2ccc(-c3noc(-c4cc(-c5ccccc5)on4)n3)cc2)C1
- Frontier orbital gap: 8.23 eV
- LUMO level: -0.25 eV
- Energy above the lowest of the compared OMol25 structures with the same formula, charge and spin: 93.7 kcal per mole

Each line ends with the Löwdin charge.
Cartesian coordinates (Å):
O1 -8.9470 -2.0072 -1.4852  0.09
C1 -8.3853 -1.4829 -0.5404  -0.47
O2 -8.7344 -0.3069 -0.0233  0.13
C2 -7.1842 -2.2136 0.1042  -0.16
C3 -5.8093 -1.5230 0.0060  -0.10
N1 -5.2682 -2.7093 -0.7135  -0.11
C4 -4.4731 -2.5637 -1.9625  -0.15
C5 -3.1954 -1.8517 -1.6935  -0.23
C6 -2.9591 -0.5921 -2.2129  -0.03
C7 -1.8096 0.0984 -1.8070  -0.01
C8 -0.8804 -0.5309 -0.9469  -0.15
C9 0.3476 0.2095 -0.4674  -0.28
N2 0.7267 1.4192 -0.7979  0.16
O3 1.9282 1.6684 -0.0508  0.03
C10 2.1320 0.5383 0.6851  -0.25
C11 3.2215 0.2821 1.6279  -0.18
C12 4.2178 1.2176 2.0714  0.04
C13 5.0905 0.5314 2.8716  -0.20
C14 6.2967 1.0465 3.5319  -0.14
C15 6.7494 2.3726 3.3944  -0.03
C16 7.9433 2.7939 3.9661  -0.07
C17 8.6628 1.8972 4.7750  -0.08
C18 8.2035 0.6012 5.0251  -0.06
C19 7.0254 0.1674 4.3762  0.00
O4 4.6604 -0.7710 2.9674  0.02
N3 3.4862 -0.9021 2.1769  0.15
N4 1.2188 -0.3631 0.4240  0.19
C20 -1.0973 -1.8214 -0.5262  -0.03
C21 -2.2963 -2.4649 -0.8119  -0.01
C22 -6.5881 -3.3842 -0.6536  -0.11
H1 -9.5107 -0.0351 -0.5273  0.13
H2 -7.4463 -2.4840 1.1097  0.14
H3 -5.8255 -0.5643 -0.5215  0.12
H4 -5.2889 -1.3835 0.9596  0.12
H5 -5.0664 -2.0421 -2.7513  0.13
H6 -4.2399 -3.5381 -2.3997  0.13
H7 -3.6772 -0.0731 -2.8217  0.11
H8 -1.5725 1.0845 -2.2070  0.11
H9 4.2353 2.2608 1.7909  0.12
H10 6.2461 3.0832 2.7445  0.11
H11 8.2735 3.7995 3.7371  0.10
H12 9.5921 2.2401 5.2406  0.10
H13 8.7537 -0.0677 5.6678  0.10
H14 6.6544 -0.8036 4.6140  0.10
H15 -0.3736 -2.3391 0.0918  0.11
H16 -2.4510 -3.4386 -0.3623  0.12
H17 -7.0282 -3.5904 -1.5995  0.10
H18 -6.5871 -4.3202 -0.1383  0.11

Force components x, y, z for each atom (eV/Å):
-0.1 1.0 0.7
0.9 -2.3 -1.1
0.2 -0.1 0.3
-0.6 1.0 0.1
0.6 -0.1 -0.1
0.5 0.0 -0.1
-1.8 0.0 -0.1
-0.4 -0.5 0.8
1.2 0.7 0.9
0.5 -0.5 0.0
0.5 1.8 -0.7
0.7 0.2 0.1
0.3 0.2 0.1
-0.5 -1.2 0.5
-2.2 -1.3 -1.4
2.4 0.1 1.5
-0.2 0.0 -0.3
-1.2 0.5 -0.8
0.7 -1.1 1.2
0.1 -0.3 -0.6
-0.3 -1.0 0.2
0.3 0.4 0.2
-0.9 0.6 -1.2
0.6 1.5 0.3
-0.8 1.6 -1.1
0.0 0.2 -0.2
0.5 -0.1 0.9
-0.4 -0.8 0.7
0.8 0.7 -0.6
0.6 0.4 -0.7
-0.2 0.2 -0.1
-0.2 0.1 0.6
0.1 -0.1 -0.2
-0.2 0.2 -0.1
0.3 0.0 0.3
-0.2 -0.2 0.4
-0.2 -0.1 -0.3
-0.2 -0.2 0.3
0.2 -0.1 0.1
-0.2 -0.2 0.1
0.2 -0.1 0.3
-0.3 -0.2 -0.2
0.0 0.0 0.1
-0.3 -0.6 -0.2
0.1 0.3 0.1
-0.4 0.0 -0.3
-0.5 0.1 -1.0
0.2 -0.6 0.7

ORCA calculation (ωB97M-V with the def2-TZVPD basis set) on a structure of composition C3H4Cl4S3V.

Computed properties:
- Frontier orbital gap (alpha / beta): 7.08 / 7.00 eV
- LUMO level (alpha / beta): -0.24 / -0.30 eV
- Multiplicity: 4
- Energy above the lowest of the compared OMol25 structures with the same formula, charge and spin: 0.0 kcal per mole

Each line ends with the Löwdin spin population.
Cartesian coordinates (Å):
V1 -0.1874 0.3355 -0.6910  2.84
Cl1 0.8528 -1.5552 0.3385  0.03
C1 -0.6516 -2.4129 0.8493  0.02
Cl2 -2.0333 -1.3048 0.8932  0.01
H1 -0.4758 -2.8088 1.8411  0.00
H2 -0.8453 -3.1763 0.1061  0.00
Cl3 1.4443 2.0408 0.4232  0.03
C2 1.0569 2.1779 2.1648  0.01
Cl4 -0.4093 1.2777 2.5424  0.02
H3 0.8980 3.2263 2.3835  0.00
H4 1.8838 1.7634 2.7273  0.00
S1 -0.5032 0.0018 -5.1037  0.00
C3 -0.4002 0.1060 -3.4925  0.03
S2 -1.4699 -0.7290 -2.3485  0.01
S3 0.8403 1.0576 -2.6337  0.00

Force components x, y, z for each atom (eV/Å):
-0.4 0.5 -0.3
0.1 -0.6 0.4
0.0 0.1 -0.1
0.2 -0.1 0.1
0.0 0.0 0.0
0.0 0.0 0.0
-0.1 0.0 0.2
0.0 0.0 -0.1
0.0 0.0 0.1
0.0 0.0 0.0
0.0 0.0 0.0
0.0 0.0 -0.1
0.1 -0.1 0.5
0.1 0.1 -0.3
-0.1 -0.1 -0.4

ORCA calculation (ωB97M-V with the def2-TZVPD basis set) on a structure of composition C32H28BiBr2N12O3S2.

Computed properties:
- Frontier orbital gap: 6.78 eV
- LUMO level: -3.24 eV
- Net charge: +1
- Energy above the lowest of the compared OMol25 structures with the same formula, charge and spin: 21.8 kcal per mole

Each line ends with the Löwdin charge.
Cartesian coordinates (Å):
Bi1 0.2656 -0.8893 0.2030  2.05
O1 1.6296 0.7213 4.1608  0.09
C1 0.9419 0.4350 3.1885  -0.45
N1 1.2443 0.5291 1.8404  -0.05
C2 2.5200 0.8483 1.3893  -0.44
O2 3.5594 0.6482 2.0374  0.03
C3 2.6180 1.2734 -0.0086  -0.23
C4 3.8603 1.7696 -0.4620  0.03
C5 4.0649 1.7974 -1.8295  -0.05
C6 3.0638 1.4518 -2.7241  -0.03
C7 1.7894 1.1908 -2.1738  -0.10
N2 1.6010 1.0627 -0.8351  0.01
C8 -0.4542 -0.0066 3.5433  -0.16
C9 -0.9152 -0.1145 4.8699  0.02
C10 -2.1671 -0.7017 5.1160  -0.05
C11 -2.9589 -1.1756 4.0828  -0.01
C12 -2.4501 -0.8496 2.7545  -0.15
N3 -1.2986 -0.3013 2.4574  0.02
H1 4.7415 1.9118 0.1989  0.14
H2 5.0694 2.0103 -2.2218  0.13
H3 3.1687 1.3860 -3.8327  0.13
H4 1.0119 1.0314 -2.8889  0.11
H5 -0.3449 0.3966 5.6043  0.11
H6 -2.5039 -0.6761 6.1339  0.11
H7 -3.8377 -1.8016 4.1698  0.10
H8 -3.1571 -1.1403 1.9891  0.10
N4 3.7632 -1.9184 2.5836  0.08
C13 2.6771 -2.7755 2.6214  -0.69
N5 1.6276 -2.7923 1.7616  0.01
C14 0.7725 -3.8064 2.1146  -0.34
C15 1.2206 -4.5375 3.2490  -0.37
S1 2.6658 -3.9209 3.8562  1.11
C16 -0.3571 -4.1603 1.2571  -0.33
C17 -1.1040 -5.3546 1.3138  -0.36
S2 -2.3911 -5.4025 0.1542  1.06
C18 -1.9904 -3.6996 -0.1844  -0.62
N6 -0.8780 -3.2246 0.3716  -0.04
N7 -2.7843 -3.0199 -1.0710  0.13
H9 3.6559 -0.9090 2.2022  0.06
H10 4.4374 -2.0960 3.3756  0.12
H11 0.7873 -5.4332 3.7390  0.09
H12 -0.8787 -6.2711 1.9282  0.09
H13 -3.6609 -3.4627 -1.2438  0.09
H14 -2.4418 -2.1870 -1.4915  0.04
Br1 -2.6878 -1.1672 -4.4926  0.81
C19 -1.1070 -2.0587 -4.0619  -0.65
C20 -0.5768 -2.9988 -4.8801  -0.17
C21 0.5408 -3.7778 -4.5339  -0.59
Br2 1.1942 -5.2051 -5.6043  0.79
C22 1.4645 -3.2850 -3.5242  -0.16
C23 2.7966 -3.7640 -3.3346  -0.03
C24 3.4425 -3.3478 -2.2129  -0.04
C25 2.8885 -2.3663 -1.3709  -0.09
N8 1.6548 -1.8549 -1.5754  -0.04
C26 0.9743 -2.2328 -2.6617  -0.19
C27 -0.3821 -1.7503 -2.8361  -0.40
O3 -0.8528 -1.0075 -1.8683  -0.35
H15 -1.0012 -3.0954 -5.8481  0.10
H16 3.2621 -4.4670 -4.0486  0.09
H17 4.3752 -3.9009 -1.8433  0.15
H18 3.3776 -1.9856 -0.5237  0.09
C28 -1.4151 6.0292 -1.8998  -0.07
C29 -2.5775 6.4792 -0.9491  -0.36
C30 -2.0820 7.3002 0.3000  -0.07
C31 -3.5125 5.3854 -0.4077  -0.11
N9 -2.8500 4.1775 0.1557  -0.10
C32 -2.8087 2.9615 -0.4197  -0.15
N10 -2.1353 2.1353 0.3733  0.00
N11 -1.8863 2.8401 1.4980  -0.04
N12 -2.3289 4.0848 1.3958  0.07
H19 -0.9153 6.8925 -2.2445  0.05
H20 -1.6851 5.4861 -2.8142  0.07
H21 -0.6886 5.4374 -1.2901  0.09
H22 -3.2008 7.2034 -1.5625  0.15
H23 -2.0575 6.6968 1.2681  0.09
H24 -2.7397 8.0900 0.4834  0.05
H25 -1.1190 7.7769 0.1824  0.07
H26 -4.2318 5.0233 -1.1456  0.13
H27 -4.0804 5.7942 0.3656  0.10
H28 -3.2320 2.6357 -1.3682  0.13

Force components x, y, z for each atom (eV/Å):
-0.9 0.1 0.0
0.2 -0.1 -1.3
0.2 0.5 1.9
1.0 0.4 -0.7
-0.6 -1.0 3.0
-0.6 1.0 -1.0
1.5 1.1 -1.2
0.3 -0.8 0.2
1.0 0.0 -0.7
-1.6 0.1 0.1
1.9 0.1 0.3
-0.5 -0.4 -1.2
-2.1 -0.7 -1.5
-0.2 0.3 -2.4
0.0 0.4 -0.1
2.3 1.0 -1.7
-1.9 -1.3 1.8
1.6 -0.4 1.7
-1.1 0.0 -0.3
-0.5 0.1 0.3
0.1 0.3 1.2
-0.9 -0.3 0.3
0.5 -0.2 0.8
-0.2 -0.4 0.4
-0.1 0.4 0.2
0.4 0.2 -0.7
-0.4 -0.2 0.2
0.7 2.1 -1.3
1.1 0.7 0.8
1.2 -2.1 2.1
-2.2 -0.4 -1.5
-0.1 -0.4 0.3
-1.9 -2.1 0.4
2.0 0.1 0.7
0.9 1.8 0.7
0.0 0.3 -1.2
-1.1 -0.7 -0.2
0.9 -1.6 1.8
0.4 -1.8 1.2
-1.1 0.8 -1.5
0.1 0.9 -0.6
-0.2 1.3 -0.8
-0.4 0.4 -0.6
0.0 0.8 -0.4
-0.2 0.1 0.1
1.7 1.4 3.4
1.6 -2.1 -0.6
1.2 1.7 0.2
-0.5 0.2 -0.2
-1.1 0.1 -0.8
-0.9 -0.2 -0.2
1.9 -0.7 1.3
-2.2 -0.1 -1.1
2.0 -0.3 0.7
-1.2 -2.0 -1.6
-0.4 0.4 -0.7
-0.4 0.2 -0.2
-0.5 -0.7 -0.6
-0.5 0.3 0.7
-1.2 1.3 -0.9
0.8 0.1 1.1
-0.5 -1.2 1.7
0.3 0.9 -0.4
0.7 -2.0 0.4
0.8 -0.8 -1.1
-0.8 -0.2 -0.5
1.0 -0.4 0.3
-0.8 0.7 0.2
-0.3 1.4 -0.2
0.7 -1.7 -0.8
0.7 1.1 -0.2
-0.4 -0.1 0.5
-0.4 0.3 -0.7
0.4 -1.0 0.7
0.1 0.5 -1.4
-1.3 1.2 0.3
0.4 -0.2 -0.3
0.3 -0.1 -0.1
-0.9 0.7 1.3
0.2 0.6 0.2

ORCA calculation (ωB97M-V with the def2-TZVPD basis set) on a cluster of 2 separate species, C14H27Br2N6O in total.

Computed properties:
- Frontier orbital gap: 5.67 eV
- LUMO level: -4.44 eV
- Net charge: +1

Each line ends with the Löwdin charge.
Cartesian coordinates (Å):
C1 -1.0878 1.1925 1.2496  -0.02
C2 -2.0219 2.5637 1.3974  -0.26
O1 -2.1757 3.2233 2.5585  -0.01
N1 -2.6700 3.0801 0.1318  -0.09
C3 -4.1566 3.3159 0.2826  -0.08
C4 -2.3229 2.2565 -1.0887  -0.11
N2 -3.2321 1.1156 -1.5919  0.19
C5 -2.4026 0.6221 -2.7650  -0.22
N3 -2.8907 -0.4618 -3.4657  0.11
N4 -1.1416 1.4425 -2.9235  0.11
N5 -1.0807 2.4162 -1.9373  -0.07
C6 0.1109 3.3437 -1.8485  -0.56
Br1 1.9459 2.4782 -1.9855  0.67
C7 0.0785 4.8242 -1.7019  -0.59
C8 1.4638 5.7234 -1.6403  -0.15
Br2 -1.6565 5.8166 -1.6138  0.69
H1 -0.1553 1.3557 0.5382  0.08
H2 -1.7526 0.3014 0.8471  0.10
H3 -0.6567 0.9065 2.2999  0.11
H4 -4.3015 4.1642 1.0782  0.12
H5 -4.5863 3.7426 -0.7389  0.11
H6 -4.7893 2.3646 0.5362  0.11
H7 -2.2702 -1.3217 -3.5174  0.15
H8 -3.8521 -0.4661 -3.8787  0.14
H9 -0.4135 1.2718 -3.6616  0.18
H10 1.9330 5.7818 -2.7108  0.10
H11 2.1878 5.1855 -0.8629  0.09
H12 1.2979 6.8155 -1.2088  0.10
C9 3.0914 -5.4576 1.7098  -0.09
C10 2.0316 -4.6510 0.9647  -0.27
N6 1.3467 -3.6644 1.8029  -0.19
C11 0.1337 -3.1175 1.1859  -0.25
C12 0.2995 -2.3042 -0.0931  -0.10
C13 2.1962 -2.6870 2.4848  -0.25
C14 3.1185 -1.8262 1.6269  -0.09
H13 2.6740 -5.9247 2.6078  0.08
H14 3.4735 -6.2552 1.0646  0.08
H15 3.9439 -4.8379 2.0031  0.07
H16 1.2932 -5.3706 0.5886  0.12
H17 2.4909 -4.1859 0.0835  0.10
H18 -0.4084 -2.5111 1.9231  0.11
H19 -0.5411 -3.9558 0.9675  0.11
H20 0.7276 -1.3203 0.1072  0.04
H21 -0.6822 -2.1380 -0.5508  0.06
H22 0.9205 -2.8156 -0.8339  0.07
H23 2.8177 -3.2235 3.2128  0.11
H24 1.5738 -2.0271 3.1026  0.11
H25 3.6683 -2.4106 0.8850  0.07
H26 3.8595 -1.3351 2.2663  0.08
H27 2.5700 -1.0349 1.1123  0.05

Force components x, y, z for each atom (eV/Å):
-0.1 0.3 0.3
0.5 2.3 4.9
0.6 -4.3 -7.8
1.2 -3.1 -0.9
-1.7 1.2 -0.7
-0.8 -1.9 -1.3
7.4 3.5 -2.7
-0.8 3.1 3.7
2.0 -0.1 -0.2
-3.8 -2.8 0.1
-2.2 0.2 2.2
-0.1 3.7 0.4
-2.4 0.7 0.2
0.6 -3.2 -0.5
-0.3 -0.4 0.9
2.0 -1.3 -0.2
-2.1 -0.2 1.3
1.3 1.9 0.8
-1.1 0.8 -2.0
0.4 -1.9 -1.4
1.1 -0.9 2.1
1.5 1.7 -0.3
-1.3 1.7 -0.3
1.4 0.0 1.0
-0.8 0.6 1.3
-0.9 -0.2 2.1
-1.5 1.1 -1.9
-0.1 -2.5 -1.1
0.1 0.1 0.1
0.0 0.0 0.2
-0.5 0.2 -0.1
0.0 -0.4 0.3
-0.1 0.3 -0.3
0.2 -0.3 0.2
0.2 0.3 0.0
0.0 0.1 -0.1
-0.1 0.1 0.1
-0.1 -0.1 0.0
-0.1 0.3 0.1
0.1 0.0 -0.1
0.2 -0.1 0.0
0.2 0.0 0.0
0.1 0.0 -0.1
0.0 0.0 0.0
0.0 0.1 0.1
-0.1 -0.1 -0.2
-0.1 -0.2 -0.2
-0.1 0.0 0.0
-0.1 -0.1 -0.1
0.1 -0.1 -0.1

ORCA calculation (ωB97M-V with the def2-TZVPD basis set) on the ion C2H6Cl3N2 with charge +1.

Computed properties:
- SMILES: N[C@H]([NH3+])C(Cl)(Cl)Cl
- Frontier orbital gap: 10.39 eV
- LUMO level: -3.75 eV
- Net charge: +1
- Energy above the lowest of the compared OMol25 structures with the same formula, charge and spin: 3.5 kcal per mole

Each line ends with the Löwdin charge.
Cartesian coordinates (Å):
N1 0.7208 1.2722 0.5649  0.07
C1 0.1593 0.0168 0.4891  -0.43
N2 1.1100 -0.9936 0.0128  0.19
C2 -1.3471 -0.0297 -0.6585  -1.52
Cl1 -2.4123 1.1239 0.2372  0.59
Cl2 -1.1549 0.5374 -2.2625  0.66
Cl3 -1.8342 -1.7649 -0.5015  0.59
H1 0.8000 1.8372 -0.2335  0.08
H2 0.3722 1.9523 1.2152  0.11
H3 -0.3590 -0.1817 1.4270  0.13
H4 0.6777 -1.9332 0.3504  0.19
H5 2.0455 -0.8873 0.3923  0.17
H6 1.2220 -0.9493 -1.0329  0.18

Force components x, y, z for each atom (eV/Å):
0.8 0.5 0.7
-3.5 2.2 -1.8
-1.0 -2.3 -0.3
1.5 -0.1 3.3
0.3 -1.0 -0.5
0.5 -0.3 -0.2
-0.1 0.9 -0.4
0.4 0.1 -2.0
-0.4 -0.6 1.0
0.4 -0.8 -0.1
1.2 1.5 -1.3
0.2 0.2 0.5
-0.4 -0.3 1.0

ORCA calculation (ωB97M-V with the def2-TZVPD basis set) on a cluster of 2 separate species, C3H8NO in total.

Computed properties:
- Frontier orbital gap: 6.68 eV
- LUMO level: 4.42 eV
- Net charge: -1
- Energy above the lowest of the compared OMol25 structures with the same formula, charge and spin: 14.9 kcal per mole

Each line ends with the Löwdin charge.
Cartesian coordinates (Å):
C1 -0.9779 -1.8303 0.5062  -0.25
O1 -0.4985 -1.9201 -0.7922  -0.21
H1 -0.4106 -1.1755 1.1822  0.06
H2 -0.9115 -2.8229 0.9792  0.05
H3 -2.0468 -1.5606 0.5451  0.06
C2 1.0893 1.8430 0.6113  -0.14
C3 0.2726 1.5388 -0.4321  -0.50
N1 0.2470 0.5412 -1.3650  -0.11
H4 1.9392 1.1671 0.7256  0.00
H5 0.8807 2.7190 1.2050  -0.02
H6 -0.4498 2.3365 -0.6519  0.06
H7 1.1859 0.1350 -1.3802  0.00
H8 -0.3196 -0.9714 -1.1333  -0.01

Force components x, y, z for each atom (eV/Å):
-0.2 -0.6 0.6
0.2 0.1 -0.4
0.0 0.3 -0.4
0.0 0.0 -0.2
0.1 0.2 0.1
0.3 -0.8 -0.6
-0.5 0.3 -1.1
0.7 0.8 0.3
0.0 0.3 0.7
0.4 0.0 0.2
-0.6 -0.3 0.3
0.0 -0.2 0.2
-0.2 -0.2 0.4

ORCA calculation (ωB97M-V with the def2-TZVPD basis set) on the ion C4H12N2 with charge -1.

Computed properties:
- Frontier orbital gap (alpha / beta): 2.79 / 8.97 eV
- LUMO level (alpha / beta): 4.24 / 4.39 eV
- Multiplicity: 2
- Net charge: -1
- Energy above the lowest of the compared OMol25 structures with the same formula, charge and spin: 11.5 kcal per mole

Each line ends with the Löwdin spin population.
Cartesian coordinates (Å):
N1 -0.4319 -1.0409 1.6377  0.04
C1 -0.7170 -0.9617 0.2122  0.05
C2 0.4633 -1.4441 -0.6885  0.23
C3 -1.1226 0.4758 -0.1441  0.05
N2 -0.2223 1.4888 0.2671  0.01
C4 0.9240 1.8407 -0.5278  0.20
H1 0.4468 -0.5982 1.8679  0.05
H2 -0.3651 -1.9938 1.9728  0.04
H3 -1.5685 -1.6115 -0.0169  0.01
H4 1.3855 -1.4309 -0.1105  0.06
H5 0.5746 -0.8294 -1.5826  0.04
H6 0.3144 -2.4979 -0.9506  0.06
H7 -2.1217 0.7375 0.2359  0.01
H8 -1.1769 0.4917 -1.2203  0.01
H9 -0.1467 1.5713 1.2652  0.02
H10 1.5012 2.5707 0.0293  0.04
H11 1.6169 1.0193 -0.7269  0.04
H12 0.6458 2.2126 -1.5201  0.03

Force components x, y, z for each atom (eV/Å):
-0.6 -0.1 0.5
0.5 0.0 -0.5
-0.4 -0.2 0.5
-0.3 -0.6 -0.1
-0.1 0.9 0.1
0.3 -0.5 0.2
0.2 0.1 -0.2
0.0 -0.2 -0.2
-0.1 0.1 0.2
0.2 0.3 -0.1
0.1 -0.2 -0.1
0.0 0.0 -0.1
0.1 -0.4 0.1
-0.2 0.2 -0.6
0.3 0.0 0.0
0.1 0.4 -0.1
0.1 -0.2 0.1
-0.1 0.2 0.2